# 1
ORCA calculation (ωB97M-V with the def2-TZVPD basis set) on C33H45ClCrN5O10P4 as an isolated structure in a non-equilibrium geometry.

XYZ file:
```
99
Properties=species:S:1:pos:R:3:lowdin_spin:R:1
Cr 0.135 -0.025 0.360 2.974
C 3.295 -0.387 1.924 -0.005
P 1.912 -1.357 1.234 -0.021
C 1.194 -2.198 2.702 0.004
N 1.784 -3.277 3.145 0.000
C 1.275 -3.885 4.244 0.000
C 1.851 -5.086 4.722 0.000
C 1.390 -5.630 5.884 0.000
C 0.343 -5.010 6.612 0.000
C -0.249 -3.871 6.152 0.000
C 0.201 -3.296 4.939 0.000
N -0.409 -2.187 4.453 -0.002
C 0.021 -1.668 3.337 -0.002
P -0.750 -0.109 2.652 -0.038
C 0.132 1.013 3.793 -0.006
C -2.579 0.062 3.187 -0.007
C -2.802 1.466 3.761 0.000
C -3.025 -0.964 4.229 -0.002
C -3.435 -0.128 1.934 0.000
C 2.761 -2.683 0.201 -0.007
C 2.974 -2.011 -1.164 -0.001
C 4.092 -3.112 0.827 -0.003
C 1.861 -3.909 0.019 0.000
H 3.753 -0.900 2.768 -0.001
H 2.926 0.596 2.214 0.000
H 4.037 -0.241 1.138 0.000
H 2.648 -5.544 4.149 0.000
H 1.826 -6.547 6.265 0.000
H 0.014 -5.452 7.545 0.000
H -1.059 -3.389 6.685 0.000
H -0.177 0.768 4.809 -0.002
H -0.087 2.053 3.564 0.000
H 1.206 0.865 3.693 0.000
H -2.347 1.580 4.747 0.000
H -3.880 1.606 3.873 0.000
H -2.431 2.251 3.106 0.000
H -2.446 -0.900 5.147 0.000
H -2.963 -1.985 3.854 0.000
H -4.072 -0.747 4.465 0.000
H -3.176 0.575 1.143 0.000
H -4.488 0.021 2.191 0.000
H -3.324 -1.128 1.523 0.000
H 3.468 -2.709 -1.847 0.000
H 3.598 -1.114 -1.084 0.000
H 2.011 -1.727 -1.596 0.000
H 4.833 -2.310 0.834 0.000
H 4.499 -3.934 0.229 -0.001
H 3.947 -3.471 1.845 0.000
H 0.891 -3.622 -0.372 0.000
H 1.715 -4.440 0.956 0.000
H 2.339 -4.593 -0.692 0.000
O -1.245 2.625 1.205 0.005
P 0.306 2.915 0.868 0.005
O 0.795 4.084 1.587 -0.001
O 1.054 1.566 1.084 0.025
O 0.294 3.087 -0.752 0.001
P -0.023 1.799 -1.717 0.004
O 1.357 0.937 -1.458 0.005
O -0.205 2.247 -3.091 0.000
O -1.052 0.989 -0.912 0.035
H -1.666 2.177 0.444 0.001
H 2.122 1.477 -1.704 0.000
C -3.389 3.093 -6.545 0.000
C -2.132 2.390 -6.998 0.000
C -0.997 2.346 -6.198 0.000
C 0.147 1.675 -6.609 0.000
C 0.164 0.995 -7.818 0.000
N 1.298 0.258 -8.248 0.000
C 2.274 -0.400 -7.541 0.000
O 3.359 -0.646 -8.044 0.000
N 2.022 -0.795 -6.240 0.000
C 0.849 -0.900 -5.470 0.000
C -0.401 -1.194 -5.998 0.000
C -1.493 -1.200 -5.150 0.000
C -1.309 -0.942 -3.803 0.000
N -0.097 -0.755 -3.270 0.000
C 0.943 -0.735 -4.092 0.000
C -0.952 1.058 -8.645 0.000
C -2.081 1.752 -8.239 0.000
H -3.209 3.667 -5.636 0.000
H -4.181 2.370 -6.337 0.000
H -3.759 3.771 -7.317 0.000
H -0.985 2.840 -5.231 0.000
H 1.022 1.684 -5.968 0.000
H 1.519 0.301 -9.228 0.000
H 2.880 -1.032 -5.772 0.000
H -0.522 -1.416 -7.050 0.000
H -2.484 -1.396 -5.541 0.000
H -2.146 -0.894 -3.113 0.000
H 1.923 -0.564 -3.648 0.000
H -0.940 0.555 -9.607 0.000
H -2.945 1.792 -8.895 0.000
Cl -1.631 -4.653 0.246 0.001
C -1.787 -3.544 -1.160 -0.002
C -1.671 -2.110 -0.667 0.007
O -2.660 -1.408 -0.639 0.013
O -0.459 -1.783 -0.277 0.024
H -2.767 -3.707 -1.587 0.000
H -0.999 -3.786 -1.867 0.000
```

Properties
LUMO (alpha / beta)	-1.26 / -1.27	eV
orbital gap (alpha / beta)	0.2560 / 0.2558	Eh
multiplicity	4


# 2
ORCA calculation (ωB97M-V with the def2-TZVPD basis set) on a 3-piece molecular cluster, C3H12N2O3 overall in a non-equilibrium geometry.

XYZ file:
```
20
Properties=species:S:1:pos:R:3:mulliken_charge:R:1
N -1.786 -1.058 -0.394 -0.638
C -0.362 -1.047 -0.712 -0.432
C 0.294 0.261 -0.417 0.548
N -0.482 1.397 -0.554 -0.189
C 0.031 2.678 -0.139 -0.793
O 1.505 0.345 -0.289 -0.656
H -2.293 -1.573 -1.096 0.212
H -2.009 -1.386 0.533 0.204
H 0.213 -1.768 -0.113 0.224
H -0.129 -1.383 -1.723 0.410
H -1.463 1.156 -0.528 0.297
H 0.145 2.772 0.947 0.257
H 1.004 2.874 -0.555 0.281
H -0.624 3.513 -0.466 0.326
H -0.436 0.614 2.538 0.302
H 0.033 -0.609 3.262 0.326
O -0.781 -0.176 2.975 -0.644
H 3.020 -2.223 -1.493 0.319
H 2.022 -1.956 -0.473 0.265
O 2.097 -2.433 -1.302 -0.621
```

Properties
LUMO	0.65	eV
orbital gap	0.3715	Eh
SMILES	CNC(=O)CN.O.O